1.
This record from the OMol25 dataset describes a single C4H8N2O molecule. The level of theory is ωB97M-V/def2-TZVPD.

* SMILES string: [H]/N=C(\NC)C(C)=O
* max |F|: 0.0093 hartree/bohr
* E: -9305.2160 eV
* LUMO: 0.022 hartree

Last column: Löwdin charge in e.
Geometry (Å):
H1 0.356 -0.677 2.024  0.0491
N1 0.022 0.155 1.534  0.1482
C1 0.272 0.081 0.281  -0.4078
N2 0.809 -0.949 -0.438  -0.0151
C2 0.579 -2.334 -0.089  -0.0871
C3 -0.101 1.266 -0.599  -0.3669
C4 -0.991 2.317 -0.001  -0.0228
O1 0.281 1.291 -1.753  0.0815
H2 0.927 -0.725 -1.416  0.1167
H3 0.249 -2.878 -0.979  0.0843
H4 -0.221 -2.398 0.658  0.0818
H5 1.469 -2.832 0.310  0.0785
H6 -0.525 2.760 0.882  0.0854
H7 -1.208 3.075 -0.755  0.0840
H8 -1.920 1.847 0.341  0.0901


2.
This record from the OMol25 dataset describes a molecular structure, C16H14BeCl5O. The level of theory is ωB97M-V/def2-TZVPD.

* net charge: -1
* max |F|: 0.0043 hartree/bohr
* E: -81884.6183 eV
* LUMO: 0.097 hartree

Last column: Löwdin charge in e.
Geometry (Å):
Be1 -0.431 -0.110 -0.705  0.1396
Cl1 -2.215 1.364 -2.761  0.6494
C1 -2.321 1.871 -1.088  -0.6664
C2 -1.481 1.249 -0.177  -0.1719
C3 -1.605 1.686 1.134  -0.6639
Cl2 -0.581 0.942 2.333  0.6811
C4 -2.499 2.675 1.533  -0.7095
Cl3 -2.606 3.174 3.184  0.6422
C5 -3.320 3.269 0.578  -0.7132
Cl4 -4.439 4.502 1.039  0.6384
C6 -3.235 2.865 -0.751  -0.7132
Cl5 -4.253 3.596 -1.940  0.6389
C7 -1.175 -3.225 -2.084  -0.0641
C8 -0.472 -2.679 -0.844  -0.5585
C9 -0.558 -3.669 0.314  -0.0667
O1 -1.044 -1.469 -0.463  -0.2075
H1 -0.753 -4.182 -2.402  0.0679
H2 -1.086 -2.511 -2.905  0.0711
H3 -2.239 -3.361 -1.871  0.0763
H4 0.594 -2.553 -1.097  0.1053
H5 -1.605 -3.818 0.589  0.0753
H6 -0.036 -3.265 1.184  0.0706
H7 -0.119 -4.637 0.056  0.0678
C10 1.211 0.176 -1.348  -0.1439
C11 2.120 0.426 -0.207  -0.3122
C12 2.422 1.726 0.219  -0.0768
C13 3.201 1.965 1.340  -0.1185
C14 3.716 0.910 2.082  -0.1340
C15 3.434 -0.388 1.675  -0.1145
C16 2.652 -0.624 0.556  -0.0654
H8 1.522 -0.711 -1.910  0.0523
H9 1.211 1.033 -2.028  0.0520
H10 2.018 2.563 -0.340  0.1058
H11 3.402 2.987 1.641  0.0912
H12 4.322 1.095 2.960  0.0834
H13 3.821 -1.229 2.240  0.0906
H14 2.428 -1.646 0.266  0.1008


3.
This record from the OMol25 dataset describes 3 unconnected molecules or ions with the total composition C33H49BrFNO5S at a distorted geometry. The level of theory is ωB97M-V/def2-TZVPD.

* SMILES string: CC[C@@H](F)c1cc(Br)c(CCCCCCCCCOC)c2c1Sc1ccccc1N2.CCOC(C)=O.CCOC(C)=O
* max |F|: 0.0744 hartree/bohr
* E: -130334.9866 eV
* LUMO: 0.020 hartree

Last column: Löwdin charge in e.
Geometry (Å):
C1 3.000 -0.104 4.978  -0.1047
C2 1.781 -0.170 3.977  -0.1908
C3 1.207 -1.626 3.765  -0.2934
F1 0.226 -1.961 4.744  -0.0446
C4 0.609 -1.684 2.320  -0.1717
C5 -0.783 -1.329 2.058  -0.0418
C6 -1.269 -1.449 0.676  -0.5067
Br1 -3.151 -0.946 0.410  0.8323
C7 -0.438 -1.901 -0.453  -0.1512
C8 -0.927 -2.067 -1.924  -0.1600
C9 -2.265 -2.902 -2.120  -0.2371
C10 -2.480 -4.086 -1.104  -0.1967
C11 -4.045 -4.495 -1.193  -0.1940
C12 -4.705 -4.390 0.242  -0.2264
C13 -6.251 -4.068 0.223  -0.2105
C14 -6.606 -2.668 -0.435  -0.2012
C15 -7.300 -1.645 0.562  -0.1508
C16 -6.725 -0.173 0.448  -0.2398
O1 -6.113 0.163 1.709  -0.2591
C17 -5.654 1.522 1.694  -0.1333
C18 0.993 -2.221 -0.192  -0.1752
C19 1.460 -2.100 1.213  -0.3440
S1 3.234 -2.510 1.463  0.9556
C20 3.966 -1.762 -0.045  -0.4096
C21 5.255 -1.062 -0.036  -0.0713
C22 5.773 -0.484 -1.287  -0.0635
C23 4.976 -0.629 -2.526  -0.0700
C24 3.683 -1.337 -2.508  -0.0146
C25 3.143 -1.923 -1.270  -0.2422
N1 1.884 -2.654 -1.254  0.0137
H1 2.776 -0.718 5.895  0.0804
H2 3.192 0.975 5.219  0.0739
H3 3.884 -0.562 4.445  0.0737
H4 2.161 0.156 2.965  0.1155
H5 0.909 0.477 4.261  0.1225
H6 1.995 -2.424 3.844  0.1222
H7 -1.415 -0.981 2.909  0.1159
H8 -1.148 -1.020 -2.300  0.1182
H9 -0.108 -2.444 -2.595  0.1027
H10 -3.133 -2.184 -2.155  0.0691
H11 -2.221 -3.367 -3.151  0.1160
H12 -2.303 -3.823 -0.032  0.0783
H13 -1.925 -5.026 -1.374  0.1109
H14 -4.574 -3.794 -1.904  0.0943
H15 -4.116 -5.540 -1.601  0.1058
H16 -4.601 -5.415 0.713  0.1124
H17 -4.210 -3.644 0.913  0.0738
H18 -6.818 -4.931 -0.238  0.1084
H19 -6.591 -4.029 1.302  0.1013
H20 -5.658 -2.186 -0.812  0.0648
H21 -7.248 -2.892 -1.336  0.1108
H22 -8.396 -1.565 0.290  0.1077
H23 -7.288 -2.026 1.624  0.1130
H24 -5.994 -0.148 -0.411  0.0986
H25 -7.529 0.593 0.272  0.1220
H26 -6.577 2.168 1.594  0.0877
H27 -4.902 1.736 0.889  0.0644
H28 -5.158 1.765 2.675  0.0960
H29 5.861 -0.982 0.896  0.1020
H30 6.745 0.043 -1.371  0.0677
H31 5.413 -0.205 -3.467  0.0950
H32 3.138 -1.441 -3.481  0.1027
H33 2.148 -3.630 -1.040  0.1360
C26 11.700 2.023 -0.881  -0.0654
C27 10.617 1.721 -1.897  -0.2311
O2 9.382 1.383 -1.252  -0.0015
C28 8.469 2.286 -0.848  -0.5160
C29 8.860 3.739 -0.777  0.0130
O3 7.384 1.916 -0.478  0.0913
H34 11.445 2.890 -0.269  0.0677
H35 12.650 2.220 -1.380  0.0827
H36 11.828 1.180 -0.200  0.0852
H37 10.477 2.532 -2.614  0.1142
H38 10.905 0.843 -2.477  0.1237
H39 9.230 3.962 0.224  0.0985
H40 7.973 4.342 -0.973  0.0933
H41 9.600 4.032 -1.517  0.0705
C30 -2.615 5.728 -0.366  -0.0660
C31 -3.270 4.535 -1.032  -0.2299
O4 -4.472 4.157 -0.351  -0.0120
C32 -5.682 4.700 -0.591  -0.5219
C33 -5.764 5.975 -1.390  0.0096
O5 -6.667 4.207 -0.107  0.1024
H42 -3.258 6.609 -0.399  0.0669
H43 -1.670 5.970 -0.855  0.0819
H44 -2.422 5.515 0.687  0.0849
H45 -3.456 4.699 -2.095  0.1141
H46 -2.602 3.675 -0.966  0.1241
H47 -5.740 6.826 -0.708  0.0970
H48 -6.709 5.979 -1.933  0.0919
H49 -4.980 6.079 -2.137  0.0693


4.
This record from the OMol25 dataset describes a single C3H6F2N2 molecule at a distorted geometry. The level of theory is ωB97M-V/def2-TZVPD.

* SMILES string: F[C@@H]1NC[C@@H](F)N1
* max |F|: 0.0996 hartree/bohr
* E: -11622.3671 eV
* LUMO: 0.038 hartree

Last column: Löwdin charge in e.
Geometry (Å):
F1 2.307 -0.400 0.300  -0.0363
C1 1.158 -0.401 -0.526  -0.4367
N1 0.554 0.866 -0.654  -0.0053
C2 -0.545 1.088 0.295  -0.1012
C3 -1.066 -0.440 0.557  -0.3076
F2 -2.013 -0.597 -0.374  0.0092
N2 0.179 -1.165 0.174  0.0376
H1 1.370 -0.878 -1.748  0.2102
H2 1.173 1.648 -0.683  0.1110
H3 -1.351 1.606 -0.218  0.0992
H4 -0.324 1.629 1.265  0.1216
H5 -1.463 -0.727 1.515  0.1328
H6 0.021 -2.229 0.098  0.1656